DFT (ωB97M-V/def2-TZVPD) results for C20H31F9NOPdSi2 as an isolated structure at a distorted geometry.

Structure (XYZ):
```
65
Properties=species:S:1:pos:R:3:forces:R:3
Pd 0.303 0.266 0.575 -0.147 -0.109 0.395
C 1.548 0.512 3.145 0.130 -0.011 0.075
N 0.174 0.362 2.594 0.021 -0.159 -0.093
C -0.414 -0.888 3.113 -0.129 -0.035 0.023
C -0.640 1.552 2.947 -0.099 0.023 0.119
C -0.230 2.641 2.020 0.138 0.375 -0.320
C -0.235 4.006 2.289 0.001 -0.276 0.291
C 0.237 4.898 1.341 -0.014 0.224 0.033
C 0.728 4.450 0.128 0.099 -0.010 -0.253
C 0.730 3.093 -0.185 -0.072 -0.107 0.236
C 0.238 2.234 0.776 -0.419 -0.033 0.149
H 1.470 0.539 4.235 -0.038 0.016 -0.015
H 1.992 1.435 2.784 -0.014 0.019 -0.014
H 2.152 -0.330 2.827 -0.009 0.016 0.020
H -0.468 -0.842 4.203 0.035 0.047 0.006
H 0.222 -1.723 2.825 0.015 0.000 -0.017
H -1.416 -1.014 2.708 0.161 0.057 0.071
H -0.469 1.799 3.998 -0.028 -0.009 0.012
H -1.685 1.280 2.817 0.054 0.019 0.013
H -0.585 4.366 3.249 0.002 0.000 -0.014
H 0.240 5.956 1.561 -0.005 -0.003 -0.010
H 1.109 5.158 -0.596 0.010 -0.011 0.007
H 1.121 2.743 -1.131 -0.031 -0.019 -0.050
F 3.269 -0.167 -2.415 -0.203 0.066 0.064
C 2.430 -0.701 -1.549 0.317 -0.147 0.030
F 1.898 -1.790 -2.078 0.096 0.069 -0.174
F 1.365 0.197 -1.410 -0.065 0.223 -0.710
C 2.993 -0.942 -0.120 0.054 -0.112 -0.006
O 1.974 -1.007 0.762 -0.168 -0.057 0.257
C 3.948 0.229 0.254 0.154 0.212 0.055
F 4.304 0.160 1.535 -0.064 -0.066 0.090
F 5.054 0.294 -0.477 -0.011 -0.039 -0.061
F 3.283 1.400 0.103 -0.033 -0.025 -0.075
C 3.776 -2.291 -0.099 -0.046 0.102 -0.036
F 4.697 -2.333 -1.068 -0.030 -0.059 -0.026
F 2.936 -3.310 -0.269 0.033 -0.056 0.054
F 4.385 -2.448 1.074 0.033 -0.026 -0.010
C -2.739 3.418 -1.056 -0.168 -0.173 -0.030
Si -3.131 1.851 -0.124 0.192 -0.042 -0.132
C -3.539 2.245 1.654 -0.180 0.017 0.005
C -4.662 1.099 -0.897 0.019 0.080 -0.066
C -1.682 0.579 -0.346 1.068 0.319 0.898
Si -2.180 -1.260 -0.445 -0.068 0.013 -0.423
C -3.360 -1.644 0.949 -0.048 -0.047 0.088
C -3.004 -1.504 -2.105 0.015 -0.036 0.016
C -0.708 -2.404 -0.352 -0.004 0.115 0.415
H -3.606 4.083 -1.016 -0.006 -0.026 -0.023
H -2.520 3.222 -2.108 -0.013 -0.017 0.019
H -1.901 3.950 -0.629 0.268 0.168 0.136
H -4.495 2.776 1.639 -0.014 -0.035 0.008
H -2.812 2.915 2.102 0.008 0.072 0.054
H -3.670 1.365 2.285 -0.063 0.006 -0.008
H -5.462 1.838 -0.798 0.001 0.020 0.014
H -5.004 0.181 -0.421 -0.032 0.036 -0.059
H -4.528 0.910 -1.963 -0.049 0.095 0.051
H -0.948 1.020 -1.033 -0.608 -0.168 -0.850
H -4.108 -0.869 1.110 0.033 -0.031 0.038
H -2.858 -1.832 1.900 -0.116 -0.076 -0.086
H -3.897 -2.561 0.691 -0.008 -0.015 0.026
H -3.952 -0.979 -2.193 0.060 -0.112 -0.034
H -3.201 -2.573 -2.220 0.015 -0.020 -0.018
H -2.357 -1.198 -2.929 0.017 0.007 0.000
H -0.230 -2.346 0.635 0.082 -0.238 -0.227
H 0.045 -2.216 -1.113 -0.068 -0.041 0.020
H -1.047 -3.435 -0.484 -0.063 0.030 0.051
```
Forces are in eV/Å.

Summary:
LUMO (spin up / spin down) (eV): -5.22 / -5.21
Relative energy (zero: lowest compared OMol25 entry of this formula, charge and spin) (eV): 0.151
HOMO-LUMO gap (spin up / spin down) (eV): 7.17 / 7.17
Spin multiplicity: 1
Total energy (Eh): -2516.123679
Total charge: +1
HOMO (spin up / spin down) (eV): -12.386 / -12.384

---

DFT (ωB97M-V/def2-TZVPD) results for a 34-piece molecular cluster, BH70O33 overall at a distorted geometry.

Structure (XYZ):
```
104
Properties=species:S:1:pos:R:3:forces:R:3
B 0.122 -0.032 0.105 0.002 0.040 0.438
H -0.535 -0.549 -0.577 -2.454 -1.494 -2.639
H 0.005 1.023 -0.090 -0.404 3.548 -0.215
H -0.129 -0.201 1.141 -0.813 -0.888 3.889
H 1.138 -0.296 -0.143 3.760 -1.330 -0.521
O -0.955 1.747 2.821 0.182 -0.452 0.649
H -0.282 1.287 2.319 -0.067 -0.372 -0.717
H -0.999 2.617 2.423 -0.084 0.909 -0.065
O -6.010 -0.987 0.781 -0.874 -0.312 0.140
H -5.090 -0.812 0.583 0.695 0.036 0.132
H -6.493 -0.566 0.069 -0.180 0.188 -0.029
O -2.904 -3.239 -2.291 0.449 -0.407 -0.237
H -2.567 -2.678 -1.593 0.148 0.103 0.370
H -3.822 -2.983 -2.382 -0.393 0.314 -0.172
O -4.566 2.331 -1.169 -0.746 -0.050 0.245
H -4.401 2.502 -2.096 0.127 -0.115 -0.276
H -3.736 2.528 -0.737 0.521 0.115 -0.055
O 5.486 -0.269 -0.820 0.396 -0.245 -0.598
H 6.378 -0.109 -0.513 0.288 0.029 -0.073
H 4.929 0.178 -0.183 -0.507 0.070 0.389
O -1.545 -4.047 3.131 0.421 -0.187 -0.151
H -2.006 -4.019 2.293 -0.136 -0.131 -0.305
H -2.076 -3.504 3.715 -0.263 0.274 0.317
O -1.144 -5.712 -1.508 0.247 -0.576 -0.027
H -1.332 -5.072 -2.194 -0.236 0.296 -0.086
H -1.304 -5.241 -0.690 -0.007 0.303 0.177
O 3.411 2.756 0.756 -0.339 0.992 0.350
H 3.913 2.001 1.061 0.174 -0.280 0.288
H 2.858 2.410 0.055 -0.216 -0.186 -0.690
O -3.453 -0.362 0.251 -0.050 -0.061 -0.140
H -3.457 0.592 0.338 -0.123 0.431 -0.193
H -2.552 -0.617 0.451 0.376 -0.406 0.072
O 1.737 1.651 -1.408 1.438 0.206 -1.042
H 1.245 1.076 -0.821 -0.246 -0.651 0.555
H 1.382 2.524 -1.241 -0.206 0.979 0.224
O -1.299 4.685 2.748 -0.134 -0.283 0.565
H -1.685 4.855 1.889 -0.307 0.299 -0.594
H -0.354 4.719 2.597 0.022 -0.003 -0.276
O -2.048 1.853 -4.855 -0.846 0.299 -0.313
H -1.256 1.794 -4.322 0.423 0.062 0.108
H -2.117 0.997 -5.279 -0.161 -0.378 -0.176
O 0.370 -0.853 -3.343 -0.206 0.200 0.062
H 0.327 -0.291 -2.570 0.044 0.089 0.319
H 0.512 -1.733 -2.993 0.260 -0.386 0.297
O 2.436 -2.881 0.372 0.167 -0.152 0.168
H 2.239 -2.084 0.864 -0.352 0.143 0.139
H 2.961 -2.581 -0.370 0.245 -0.048 -0.435
O 3.832 0.231 5.095 1.037 0.014 0.343
H 3.506 0.675 5.878 0.003 0.134 0.154
H 3.042 -0.021 4.617 -0.432 0.141 -0.327
O -1.074 -2.620 0.414 -0.863 -1.026 0.007
H -0.775 -1.801 0.019 0.374 0.206 -0.135
H -0.924 -2.502 1.352 0.224 -0.125 0.345
O 1.288 3.906 2.095 -0.629 0.398 0.400
H 1.999 3.285 1.941 1.012 -0.521 -0.596
H 1.519 4.337 2.918 0.239 0.177 0.211
O -0.274 2.679 5.595 0.294 -0.146 0.540
H 0.058 3.565 5.452 -0.080 0.227 0.007
H -0.358 2.309 4.716 -0.265 -0.093 -0.581
O 2.898 -4.466 -2.739 -0.486 -0.409 -0.253
H 3.145 -5.364 -2.514 -0.108 -0.247 0.032
H 3.627 -3.931 -2.427 0.223 0.494 0.027
O -3.510 2.181 4.064 -0.397 0.196 0.190
H -3.765 1.320 4.396 -0.148 -0.169 -0.009
H -2.609 2.063 3.761 0.283 -0.062 -0.151
O 0.933 -2.249 -5.636 0.335 -0.385 -0.380
H 0.578 -3.136 -5.576 0.023 -0.246 -0.040
H 0.415 -1.741 -5.012 -0.110 0.500 -0.096
O 2.114 -5.727 0.914 0.228 -0.506 0.229
H 2.331 -4.948 0.403 -0.103 0.627 -0.039
H 1.665 -6.302 0.295 -0.233 -0.094 -0.140
O 4.793 -2.868 -1.662 0.086 -0.388 -0.019
H 5.490 -3.450 -1.357 0.117 -0.235 0.140
H 5.100 -1.990 -1.438 0.044 0.802 0.086
O 0.879 4.066 -0.625 -0.146 0.193 -0.621
H 0.867 4.922 -1.052 0.027 0.135 -0.227
H 0.957 4.264 0.308 0.083 -0.009 0.759
O -1.735 2.286 -0.831 -0.914 0.964 0.094
H -1.394 2.151 -1.715 0.084 -0.059 -0.535
H -1.213 1.702 -0.280 0.261 -0.283 0.172
O -5.030 -1.187 -2.458 -0.037 -0.285 -0.378
H -5.980 -1.180 -2.338 -0.222 -0.027 -0.009
H -4.678 -0.969 -1.595 0.342 0.305 0.414
O 1.577 -0.194 3.830 -0.103 -0.259 -0.279
H 1.154 -0.644 4.561 -0.264 -0.323 0.164
H 0.916 0.421 3.512 -0.122 0.251 -0.065
O 3.791 0.746 -3.152 0.256 0.010 -0.422
H 4.633 0.444 -2.812 0.206 -0.116 0.081
H 3.271 0.934 -2.371 -0.442 0.199 0.212
O -1.801 -1.097 -5.031 -0.392 0.118 -0.553
H -1.434 -0.875 -4.176 0.259 0.052 0.405
H -1.924 -2.046 -5.000 -0.231 -0.189 0.041
O -2.832 -2.146 4.744 -0.035 0.026 0.057
H -2.378 -1.310 4.848 0.177 0.229 -0.089
H -3.485 -2.153 5.444 -0.235 -0.115 0.139
O 4.509 0.587 1.616 0.386 -0.382 0.000
H 4.024 0.010 2.206 -0.411 -0.203 0.306
H 5.424 0.481 1.876 0.297 0.044 0.294
O -2.067 5.313 -0.167 0.032 0.275 0.302
H -2.080 6.082 -0.738 -0.126 0.255 -0.022
H -1.734 4.608 -0.721 0.126 -0.759 -0.089
O 0.126 2.183 -3.488 -0.379 0.408 -0.047
H 0.651 1.801 -2.785 0.747 -0.374 0.318
H 0.613 2.963 -3.754 0.070 0.125 -0.236
```
Forces are in eV/Å.

Summary:
LUMO (eV): 1.22
Relative energy (zero: lowest compared OMol25 entry of this formula, charge and spin) (eV): 0.118
HOMO-LUMO gap (eV): 9.20
Spin multiplicity: 1
Total energy (Eh): -2549.783153
Total charge: -1
HOMO (eV): -7.978

---

DFT (ωB97M-V/def2-TZVPD) results for C4H11N2S as an isolated structure at a distorted geometry.

Structure (XYZ):
```
18
Properties=species:S:1:pos:R:3:forces:R:3
N 0.700 -1.730 2.056 1.620 0.854 0.183
C 0.091 -1.108 1.054 -0.808 -2.828 0.087
C 0.019 1.435 1.189 -0.145 -0.740 0.498
S 0.049 2.444 -0.209 0.102 0.000 -0.272
C 0.529 -1.627 -0.330 -0.323 0.548 0.487
N 0.157 -0.782 -1.458 -0.168 -0.571 0.277
C -1.249 -0.944 -1.828 0.486 1.218 -0.794
H 0.726 -1.187 2.923 -0.957 -0.579 0.063
H 0.393 0.166 1.098 -0.258 1.860 -0.478
H -1.022 -1.093 1.084 0.076 1.251 0.065
H 0.709 1.701 1.996 0.119 -0.113 -0.014
H -0.976 1.224 1.602 0.161 0.057 -0.048
H 1.597 -1.787 -0.228 0.261 -0.058 -0.354
H 0.023 -2.583 -0.433 0.171 -0.371 -0.114
H 0.288 0.177 -1.184 0.170 0.535 -0.030
H -1.306 -1.483 -2.773 -0.290 -0.421 0.074
H -1.869 -1.375 -1.060 -0.273 -0.475 0.322
H -1.668 0.054 -2.028 0.055 -0.167 0.049
```
Forces are in eV/Å.

Summary:
LUMO (eV): 3.89
Relative energy (zero: lowest compared OMol25 entry of this formula, charge and spin) (eV): 3.633
HOMO-LUMO gap (eV): 7.03
Spin multiplicity: 1
Total energy (Eh): -666.613075
Total charge: -1
HOMO (eV): -3.135

---

DFT (ωB97M-V/def2-TZVPD) results for a 2-piece molecular cluster, C4H11N5S overall at a distorted geometry.

Structure (XYZ):
```
21
Properties=species:S:1:pos:R:3:forces:R:3
C 1.943 -0.319 0.326 3.072 -0.641 0.561
C 3.318 -0.702 0.457 0.908 -0.426 -1.424
C -2.552 0.103 -0.999 -0.581 -1.725 3.225
C -2.371 2.388 -0.375 -0.092 2.874 -2.536
N 0.854 -0.066 0.328 -3.561 0.875 -0.197
N -2.578 -1.194 -0.651 0.895 -0.273 -0.908
N 4.204 -0.054 -0.286 -1.213 -0.067 1.184
N 3.606 -1.796 1.118 0.590 -0.065 0.290
N -2.235 1.016 -0.118 -0.524 -0.173 -0.907
S -2.116 -1.696 0.953 -3.344 0.497 -0.188
H -3.094 0.380 -1.865 0.264 0.447 -1.269
H -1.605 2.947 0.215 -0.749 -0.276 -0.660
H -2.193 2.501 -1.482 0.053 0.567 1.126
H -3.392 2.794 -0.212 0.641 -0.340 0.345
H -2.809 -1.949 -1.330 0.176 1.155 0.626
H 3.982 0.879 -0.586 0.214 0.231 -0.367
H 5.143 -0.384 -0.292 0.892 0.109 -0.214
H 2.766 -2.358 1.427 2.022 0.366 0.026
H 4.665 -1.993 1.236 -2.686 -0.412 0.143
H -3.544 -1.477 1.297 2.585 -0.654 0.188
H -1.993 0.979 0.839 0.440 -2.068 0.955
```
Forces are in eV/Å.

Summary:
LUMO (eV): -8.09
Relative energy (zero: lowest compared OMol25 entry of this formula, charge and spin) (eV): 0.345
HOMO-LUMO gap (eV): 8.58
Spin multiplicity: 1
Total energy (Eh): -830.334866
Total charge: +2
HOMO (eV): -16.672